Record 1
14
Properties=species:S:1:pos:R:3 method="wB97M-V/def2-TZVPD" spin_multiplicity=1 homo_lumo_gap_ev=9.12 fmax_ev_per_a=1.9 relative_energy_ev=5.109 lumo_ev=0.5 e_homo_ev=-8.63
C 1.301 -0.572 0.186
C 0.081 -1.113 -0.471
C 0.596 -1.519 0.815
N 1.732 0.638 -0.074
H 2.085 1.164 0.723
H -0.017 -1.714 -1.368
H 0.552 -2.250 1.599
N -1.678 0.514 0.575
C -0.800 0.363 -0.551
N 0.170 1.386 -0.631
H -1.486 -0.130 1.333
H -1.633 1.456 0.944
H 0.454 1.530 -1.597
H -1.359 0.248 -1.483

Record 2
9
Properties=species:S:1:pos:R:3 method="wB97M-V/def2-TZVPD" spin_multiplicity=1 homo_lumo_gap_ev=9.62 fmax_ev_per_a=0.9 relative_energy_ev=0.256 smiles=Sc1cocn1 lumo_ev=0.9 e_homo_ev=-8.68
C 0.005 0.191 0.148
C -0.232 -1.017 0.709
C 0.023 -1.232 -1.408
H 0.353 2.412 -0.190
H -0.455 -1.387 1.693
H 0.059 -1.754 -2.349
N 0.171 0.047 -1.210
O -0.226 -1.934 -0.300
S 0.118 1.764 0.939

Record 3
9
Properties=species:S:1:pos:R:3 method="wB97M-V/def2-TZVPD" spin_multiplicity=1 homo_lumo_gap_ev=8.56 fmax_ev_per_a=3.3 relative_energy_ev=2.966 lumo_ev=-0.3 e_homo_ev=-8.89
C -1.228 0.474 1.419
C 0.779 0.413 -0.582
H 0.194 -2.062 2.306
H -1.996 1.167 1.734
H 1.445 0.565 0.304
N -0.723 -0.374 2.265
O 0.135 -1.270 1.620
S -0.936 0.369 -0.341
S 1.376 0.118 -2.046

Record 4
51
Properties=species:S:1:pos:R:3 method="wB97M-V/def2-TZVPD" spin_multiplicity=2 homo_lumo_gap_ev="7.97 / 7.43" fmax_ev_per_a=1.3 relative_energy_ev=1.029 s2=0.756 lumo_ev="-14.3 / -14.9" charge=+4 e_homo_ev="-22.30 / -22.36"
Re -0.069 -0.121 -0.891
C -0.661 0.010 -3.729
C 0.566 0.967 -3.554
N 1.307 0.495 -2.327
C 2.378 1.282 -1.601
C 2.786 0.332 -0.483
C 4.040 0.138 0.048
C 4.223 -0.926 0.936
C 3.182 -1.814 1.234
C 1.943 -1.573 0.694
C 0.704 -2.454 0.751
N 0.045 -2.238 -0.586
C -1.371 -2.613 -0.909
C -1.695 -1.984 -2.314
N -0.528 -1.068 -2.665
N 1.767 -0.472 -0.087
H -0.674 -0.441 -4.721
H -1.611 0.515 -3.576
H 0.245 1.995 -3.406
H 1.242 0.947 -4.408
H 1.803 -0.351 -2.611
H 1.942 2.211 -1.235
H 3.207 1.517 -2.268
H 4.872 0.768 -0.243
H 5.208 -1.105 1.353
H 3.360 -2.687 1.851
H 0.008 -2.124 1.524
H 0.941 -3.502 0.928
H 0.653 -2.702 -1.261
H -2.013 -2.163 -0.146
H -1.536 -3.687 -0.831
H -2.599 -1.379 -2.288
H -1.823 -2.746 -3.083
H 0.211 -1.687 -2.999
C -3.582 3.430 3.250
C -2.620 2.496 2.621
C -1.871 1.537 3.278
C -1.016 0.690 2.586
N -0.915 0.782 1.222
C -1.614 1.730 0.624
S -1.333 1.816 -1.104
N -2.439 2.558 1.265
C -0.207 -0.323 3.318
H -3.464 3.437 4.331
H -4.603 3.104 3.018
H -3.460 4.446 2.866
H -1.953 1.455 4.354
H -2.946 3.265 0.732
H -0.178 -0.094 4.380
H 0.814 -0.354 2.940
H -0.667 -1.313 3.221